Record 1
Computed, not measured: a structure of composition C50H51BiBrGeN10O2S2Se, with ωB97M-V/def2-TZVPD.

Geometry as ORCA input:
```
! RIJCOSX wB97M-V def2-TZVPD def2/J DEFGRID3
* xyz 1 1
Bi -0.0501 1.0012 1.1999
N -3.3445 2.4720 4.2572
C -2.6163 2.1696 3.1656
S -0.8945 2.0425 3.4516
N -3.2939 1.9907 2.0678
N -2.5513 1.7431 0.9481
C -3.2337 1.5703 -0.1292
C -4.7156 1.4474 -0.1210
C -5.5276 2.5550 -0.3269
C -6.9062 2.4128 -0.3060
C -7.4746 1.1663 -0.0831
C -6.6632 0.0590 0.1155
C -5.2835 0.1982 0.1000
C -2.5325 1.5322 -1.4355
C -3.2456 1.2627 -2.6000
C -2.5932 1.3486 -3.8190
C -1.2559 1.7061 -3.8386
C -0.6231 1.9430 -2.6268
N -1.2343 1.8550 -1.4531
H -2.8885 2.6700 5.1291
H -4.3270 2.6538 4.1485
H -5.0824 3.5269 -0.4956
H -7.5369 3.2761 -0.4650
H -8.5504 1.0595 -0.0643
H -7.1023 -0.9147 0.2833
H -4.6473 -0.6646 0.2584
H -4.2909 0.9939 -2.5463
H -3.1273 1.1535 -4.7389
H -0.7131 1.8165 -4.7669
H 0.4181 2.2366 -2.6015
N 3.2036 3.0283 1.9898
C 2.3417 3.7517 1.1883
C 2.8589 4.9179 0.6012
C 2.0508 5.6690 -0.2127
C 0.7303 5.2692 -0.4175
C 0.3087 4.1223 0.2068
N 1.0930 3.3619 0.9893
C 3.0382 1.9745 2.8764
C 4.1195 1.7339 3.7414
C 4.0232 0.7381 4.6792
C 2.8454 -0.0025 4.7555
C 1.8498 0.2861 3.8582
N 1.9361 1.2360 2.9092
H 4.1124 3.4621 2.0736
H 3.8808 5.2147 0.7949
H 2.4378 6.5609 -0.6840
H 0.0544 5.8365 -1.0381
H -0.7069 3.7703 0.0895
H 5.0107 2.3429 3.6688
H 4.8449 0.5456 5.3555
H 2.7062 -0.7821 5.4881
H 0.9191 -0.2632 3.8866
Br -5.2037 -4.2762 -0.3108
C -3.8268 -4.9618 0.7936
C -4.1423 -5.4835 2.0372
C -3.1177 -5.9209 2.8614
C -1.7952 -5.7932 2.4585
C -1.5007 -5.3386 1.1784
C -2.5172 -4.9228 0.3414
N -0.7840 -6.2416 3.3753
N 0.2674 -5.6159 3.5471
C 0.4979 -4.3217 2.9796
C 1.7440 -4.1147 2.4421
C 2.0869 -2.9241 1.7832
C 1.1776 -1.8892 1.6688
O 1.4176 -0.7813 1.0242
C -0.0964 -2.0641 2.3055
N -0.9594 -1.0188 2.2232
C -2.1652 -1.1289 2.7345
C -2.5514 -2.2368 3.4988
C -1.6646 -3.2619 3.6707
C -0.4303 -3.2469 2.9878
H -5.1722 -5.5484 2.3583
H -3.3342 -6.3331 3.8382
H -0.4767 -5.2999 0.8386
H -2.2882 -4.5421 -0.6403
H 2.4554 -4.9291 2.4907
H 3.0610 -2.8059 1.3292
H -2.8477 -0.3032 2.5850
H -3.5265 -2.2533 3.9603
H -1.8978 -4.0753 4.3462
C -2.0013 -2.2103 -2.8534
S -0.8711 -1.6947 -1.5479
O -1.3009 -2.4642 -0.3449
C 0.5953 -2.4878 -2.1932
C 1.2342 -1.9547 -3.3034
C 2.3724 -2.5742 -3.7881
C 2.8737 -3.7018 -3.1463
C 2.2327 -4.2145 -2.0298
C 1.0813 -3.6062 -1.5454
H -1.9085 -3.2860 -2.9842
H -1.7605 -1.6843 -3.7745
H -3.0033 -1.9485 -2.5209
H 0.8409 -1.0661 -3.7841
H 2.8740 -2.1777 -4.6601
H 3.7653 -4.1823 -3.5235
H 2.6283 -5.0901 -1.5338
H 0.5623 -3.9774 -0.6718
C 5.1360 3.6439 -2.0335
Ge 4.0408 2.8992 -3.4619
C 5.0757 2.7017 -5.1070
C 2.4913 4.0451 -3.7986
C 3.3775 1.1011 -3.0427
Se 2.5828 0.7525 -1.2936
C 4.2089 0.1712 -0.4064
H 5.3507 4.6898 -2.2509
H 6.0823 3.1130 -1.9414
H 4.6043 3.5890 -1.0846
H 5.4223 3.6682 -5.4696
H 4.4611 2.2502 -5.8855
H 5.9459 2.0666 -4.9454
H 2.8082 5.0569 -4.0479
H 1.8413 4.0976 -2.9246
H 1.9152 3.6580 -4.6392
H 4.1739 0.3664 -3.1757
H 2.6099 0.8474 -3.7795
H 4.9649 0.9505 -0.4764
H 4.5602 -0.7452 -0.8756
H 3.9516 -0.0261 0.6309
*
```

E_HOMO: -9.381 eV
energy: -10697.134713 Ha
LUMO energy: -2.681 eV
relative energy (zero: lowest compared OMol25 entry of this formula, charge and spin): 0.0 kJ/mol
maximum force: 0.46 eV Å⁻¹

Record 2
Computed, not measured: a structure of composition C50H51N8O3TeTi, with ωB97M-V/def2-TZVPD.

Geometry as ORCA input:
```
! RIJCOSX wB97M-V def2-TZVPD def2/J DEFGRID3
* xyz 1 1
Ti -1.0878 0.0653 -0.9957
C -4.2169 0.7107 -0.8812
N -3.0815 1.6045 -1.2455
C -2.8060 2.5253 -0.1192
C -2.5063 1.7491 1.1317
C -2.9896 2.1428 2.3613
C -2.8285 1.2914 3.4473
C -2.2026 0.0762 3.2516
C -1.6639 -0.2139 2.0116
N -1.8203 0.6033 0.9562
C -3.4766 2.4648 -2.3985
C -3.0419 2.0478 -3.7760
C -3.9698 1.9557 -4.8028
C -3.5203 1.6942 -6.0873
C -2.1595 1.5422 -6.2947
C -1.3111 1.6643 -5.2038
N -1.7334 1.9236 -3.9705
C -3.9201 -0.7248 -0.4978
C -4.9308 -1.4810 0.0615
C -4.7202 -2.8301 0.2956
C -3.5105 -3.3982 -0.0675
C -2.5422 -2.5821 -0.6085
N -2.7321 -1.2659 -0.8015
H -4.8724 0.6326 -1.7500
H -4.8088 1.1659 -0.0813
H -3.6693 3.1721 0.0714
H -1.9760 3.1703 -0.4048
H -3.5195 3.0813 2.4553
H -3.2204 1.5650 4.4185
H -2.1042 -0.6456 4.0502
H -1.1913 -1.1702 1.8132
H -3.0439 3.4520 -2.2300
H -4.5618 2.5963 -2.3840
H -5.0264 2.0859 -4.6002
H -4.2195 1.6132 -6.9097
H -1.7573 1.3455 -7.2790
H -0.2375 1.5587 -5.3338
H -5.8789 -1.0165 0.3015
H -5.4982 -3.4328 0.7457
H -3.3097 -4.4503 0.0716
H -1.5868 -2.9874 -0.9073
O -0.4692 -2.8095 -3.6310
C -1.2035 -1.8715 -3.4364
N -0.8128 -0.6361 -2.9050
C 0.4998 -0.2339 -3.1678
O 1.3431 -0.7881 -3.8259
C 0.8240 1.1757 -2.6431
C 1.7967 1.9095 -3.2876
C 2.1505 3.1485 -2.7786
C 1.5517 3.5952 -1.6114
C 0.5871 2.8072 -1.0195
N 0.2045 1.6421 -1.5405
C -2.6750 -2.0256 -3.7930
C -3.0433 -3.2084 -4.4213
C -4.3654 -3.3858 -4.7882
C -5.2720 -2.3758 -4.5107
C -4.8080 -1.2369 -3.8704
N -3.5403 -1.0532 -3.5092
H 2.2688 1.4820 -4.1605
H 2.9043 3.7482 -3.2720
H 1.8333 4.5323 -1.1527
H 0.1252 3.1030 -0.0871
H -2.2890 -3.9582 -4.6100
H -4.6837 -4.2955 -5.2802
H -6.3141 -2.4585 -4.7889
H -5.4970 -0.4281 -3.6426
C 1.4479 -2.8672 -0.9274
C 0.5856 -2.0865 0.0173
O 0.1419 -2.5973 1.0337
N 0.2817 -0.7626 -0.3220
Te 1.4753 0.4433 2.1478
C 2.4311 1.1559 3.9163
C 3.6024 1.9220 3.8144
C 4.2257 2.3169 2.4985
C 4.2428 2.3356 4.9806
C 3.7579 2.0200 6.2402
C 4.4724 2.4612 7.4897
C 2.5817 1.2859 6.3179
C 1.9066 0.8527 5.1828
C 0.6128 0.0986 5.3876
C 3.0946 -0.7883 1.5418
C 3.8275 -0.5117 0.3842
C 3.5974 0.6710 -0.5228
C 4.8340 -1.3999 -0.0046
C 5.1122 -2.5527 0.7046
C 6.1661 -3.5246 0.2449
C 4.3660 -2.8078 1.8526
C 3.3639 -1.9542 2.2872
C 2.5981 -2.3199 3.5317
H 2.3980 -2.3473 -1.0729
H 1.6261 -3.8532 -0.5069
H 0.9740 -2.9508 -1.9081
H 3.4699 2.4808 1.7318
H 4.8957 1.5328 2.1374
H 4.8085 3.2304 2.6157
H 5.1517 2.9227 4.8949
H 5.3838 3.0078 7.2516
H 4.7434 1.6017 8.1048
H 3.8358 3.1082 8.0956
H 2.1739 1.0400 7.2942
H 0.6592 -0.5059 6.2936
H 0.3927 -0.5557 4.5449
H -0.2196 0.7998 5.5001
H 2.7605 1.2828 -0.1945
H 3.3914 0.3189 -1.5361
H 4.4888 1.3008 -0.5660
H 5.3966 -1.1825 -0.9079
H 6.6787 -3.1617 -0.6448
H 5.7193 -4.4920 0.0090
H 6.9102 -3.6915 1.0253
H 4.5646 -3.7101 2.4224
H 2.9642 -3.2620 3.9376
H 1.5358 -2.4315 3.3035
H 2.7093 -1.5522 4.2984
*
```

E_HOMO: -9.325 eV
energy: -3717.128329 Ha
LUMO energy: -3.107 eV
relative energy (zero: lowest compared OMol25 entry of this formula, charge and spin): 128.7 kJ/mol
maximum force: 1.64 eV Å⁻¹

Record 3
Computed, not measured: a structure of composition C50H52FMnN6O2S, with ωB97M-V/def2-TZVPD.

Geometry as ORCA input:
```
! RIJCOSX wB97M-V def2-TZVPD def2/J DEFGRID3
* xyz -1 2
Mn -0.1138 0.1307 -0.2622
C 1.1940 -0.2753 2.5371
N -0.1715 -0.1383 2.0217
C -1.0616 -1.2487 2.3555
C -2.0573 -1.4128 1.2507
N -2.1130 -0.5663 0.2686
C -3.1438 -0.9991 -0.5567
C -3.6397 -0.4474 -1.7331
C -4.6951 -1.1013 -2.3399
C -5.2458 -2.2708 -1.7929
C -4.7654 -2.8197 -0.6174
C -3.7053 -2.1582 -0.0135
N -2.9991 -2.3824 1.1656
C 2.1142 0.4507 1.6193
N 1.7676 0.7539 0.4027
C 2.9019 1.2955 -0.2021
C 3.0923 1.7487 -1.5018
C 4.3412 2.2459 -1.8135
C 5.3767 2.2839 -0.8636
C 5.2007 1.8211 0.4243
C 3.9395 1.3200 0.7242
N 3.3965 0.7937 1.8926
H 1.4623 -1.3303 2.4503
H 1.3228 0.0531 3.5755
H -0.5779 0.7642 2.2549
H -1.6006 -1.1101 3.3014
H -0.4618 -2.1542 2.4499
H -3.2095 0.4570 -2.1466
H -5.1044 -0.7063 -3.2604
H -6.0683 -2.7551 -2.3029
H -5.1931 -3.7213 -0.1991
H -3.0441 -3.2039 1.7437
H 2.3037 1.6807 -2.2367
H 4.5389 2.5863 -2.8213
H 6.3487 2.6569 -1.1600
H 6.0068 1.8220 1.1451
H 3.8972 0.5675 2.7325
C 0.9574 5.5452 -0.6194
C 1.1091 4.3254 0.2919
C 2.3780 4.4678 1.1315
C -0.1115 4.1111 1.1576
C -0.3341 4.9846 2.2196
C -1.4418 4.8693 3.0411
C -2.3464 3.8514 2.8011
C -2.1619 2.9604 1.7480
C -3.2227 1.9148 1.4756
C -4.4414 2.5293 0.7796
C -3.6460 1.1437 2.7241
C -1.0355 3.0770 0.9030
N -0.8793 2.1814 -0.1848
C -1.2297 2.6693 -1.3928
C -1.8620 3.9069 -1.6678
C -2.1975 4.2890 -2.9574
C -1.9337 3.4775 -4.0547
C -1.3137 2.2485 -3.8284
C -0.9951 1.9033 -2.5450
F -0.3853 0.6729 -2.3312
H 1.8411 5.6507 -1.2527
H 0.8496 6.4583 -0.0254
H 0.0840 5.4543 -1.2666
H 1.2070 3.4478 -0.3396
H 2.3919 5.4199 1.6688
H 3.2593 4.4328 0.4904
H 2.4595 3.6643 1.8661
H 0.3768 5.7826 2.3994
H -1.6062 5.5766 3.8452
H -3.2300 3.7623 3.4229
H -2.7764 1.2120 0.7841
H -4.9518 3.2383 1.4388
H -5.1542 1.7520 0.4909
H -4.1403 3.0614 -0.1224
H -4.2191 1.7643 3.4171
H -2.7802 0.7581 3.2711
H -4.2762 0.2950 2.4444
H -2.0840 4.5646 -0.8359
H -2.6774 5.2493 -3.1074
H -2.1954 3.7834 -5.0578
H -1.0705 1.5647 -4.6315
S 3.1663 -1.2779 -2.5051
C 4.5696 -1.3115 -1.4787
C 4.4897 -1.7806 -0.1484
C 5.5934 -1.7967 0.6889
C 6.8358 -1.3467 0.2506
C 6.9443 -0.8953 -1.0615
C 5.8429 -0.8763 -1.9034
H 3.5302 -2.1379 0.2052
H 5.4843 -2.1683 1.7044
H 7.6955 -1.3507 0.9105
H 7.9031 -0.5437 -1.4303
H 5.9404 -0.5249 -2.9241
C -2.1825 -7.8754 -0.9998
C -1.4755 -6.5827 -0.6904
C -1.4188 -5.5564 -1.6186
C -0.7419 -4.3644 -1.3712
C -0.7286 -3.3434 -2.4838
C -0.0902 -4.1942 -0.1347
C -0.1151 -5.2363 0.8101
C 0.5853 -5.1770 2.1491
C -0.8198 -6.4008 0.5190
C 0.6219 -2.8896 0.1931
O 1.5648 -2.8921 0.9901
O 0.0912 -1.8816 -0.3687
H -2.8836 -7.7532 -1.8256
H -2.7322 -8.2446 -0.1325
H -1.4661 -8.6490 -1.2859
H -1.9107 -5.6835 -2.5776
H -1.0567 -3.8177 -3.4101
H 0.2621 -2.9131 -2.6314
H -1.3973 -2.5111 -2.2647
H 0.2192 -4.3580 2.7719
H 1.6519 -5.0075 2.0277
H 0.4188 -6.1117 2.6863
H -0.8397 -7.1977 1.2566
*
```

E_HOMO (spin up / spin down): -2.910 / -2.911 eV
energy: -4064.761013 Ha
LUMO energy (spin up / spin down): 2.062 / 2.063 eV
expectation value of S²: 1.04
relative energy (zero: lowest compared OMol25 entry of this formula, charge and spin): 45.7 kJ/mol
maximum force: 1.96 eV Å⁻¹

Which of these has the highest energy?
C50H51N8O3TeTi